Version P
3 unconnected molecules or ions with the total composition C4H17N2O2, computed with ωB97M-V/def2-TZVPD.

## Properties
charge	+1
HOMO	-11.849	eV
spin multiplicity	1

Geometry (Å):
C -0.01006 0.16470 -0.31185
C -1.03071 1.28780 -0.32421
C -0.43390 2.61633 0.12499
C -1.03107 3.37011 1.35093
N -0.22101 3.40152 2.61397
N -0.10768 -0.67941 -1.58088
H 0.99643 0.58341 -0.30502
H -0.11813 -0.52294 0.51556
H -1.90392 1.09560 0.32656
H -1.52689 1.44092 -1.28296
H 0.68068 2.59475 0.10283
H -0.42364 3.38241 -0.64052
H -2.07279 3.05491 1.48738
H -1.08439 4.42704 1.14962
H -0.79327 3.08456 3.38519
H 0.59079 2.81494 2.47688
H 0.60344 -0.40419 -2.27096
H -1.02094 -0.63562 -2.02216
H 0.29649 -1.61339 -1.41910
H 1.28165 -4.25868 -1.27062
H 1.52266 -3.32539 0.01601
O 1.34129 -3.35398 -0.92847
H 1.84338 -6.22342 -1.12140
H 1.40059 -6.38262 0.37720
O 1.22100 -5.91932 -0.44896

List of Löwdin charges in e, atom by atom:
1. C -0.119
2. C -0.184
3. C -0.200
4. C -0.250
5. N -0.003
6. N 0.190
7. H 0.126
8. H 0.131
9. H 0.126
10. H 0.116
11. H 0.115
12. H 0.105
13. H 0.109
14. H 0.092
15. H 0.059
16. H 0.048
17. H 0.176
18. H 0.164
19. H 0.113
20. H 0.018
21. H 0.052
22. O -0.070
23. H 0.066
24. H 0.070
25. O -0.048

Version Q
3 unconnected molecules or ions with the total composition C4H17N2O2, computed with ωB97M-V/def2-TZVPD.

## Properties
charge	+1
HOMO	-13.763	eV
spin multiplicity	1

Geometry (Å):
N -0.18319 1.74285 -1.14056
C -0.55097 0.58203 -1.93727
C -0.33751 -0.65033 -0.97654
N 0.59707 -0.40451 0.13515
C 0.15935 -0.80516 1.52941
C 1.14767 -0.28371 2.52500
H -0.95154 2.31486 -0.83035
H 0.41801 2.34662 -1.68905
H 0.72398 0.62553 0.28675
H -1.59626 0.73258 -2.23132
H 0.12659 0.28819 -2.72398
H 0.02765 -1.58003 -1.53808
H -1.28752 -0.97650 -0.49772
H 1.53440 -0.77080 -0.00885
H 0.07894 -1.89640 1.65765
H -0.78488 -0.27683 1.61364
H 0.81504 0.22164 3.42140
H 1.92229 -0.93048 2.91258
H 1.81809 0.49958 2.04762
H -4.30040 2.39991 0.72911
H -4.03311 2.94399 -0.73940
O -3.80326 2.27998 -0.08562
H 3.29315 -3.16764 -0.29813
H 2.60776 -2.61706 -1.56417
O 2.55865 -2.61831 -0.59726

List of Löwdin charges in e, atom by atom:
1. N -0.002
2. C -0.191
3. C -0.126
4. N -0.015
5. C -0.166
6. C -0.074
7. H 0.077
8. H 0.092
9. H 0.142
10. H 0.125
11. H 0.110
12. H 0.144
13. H 0.131
14. H 0.130
15. H 0.143
16. H 0.129
17. H 0.085
18. H 0.080
19. H 0.105
20. H 0.041
21. H 0.037
22. O -0.064
23. H 0.061
24. H 0.057
25. O -0.050

Looking at the structures above, which would you pick as the most stable? I would pick version Q.